No. 1
Entry from OMol25: C45H36AsLuN7O4S5Se as an isolated structure at a distorted geometry (ωB97M-V with the def2-TZVPD basis set).

ORCA input file:
```
! wB97M-V def2-TZVPD RIJCOSX def2/J DEFGRID3
* xyz -1 1
C 2.6664 3.8502 -6.5628
H 3.5099 -0.2239 -1.4579
H 6.2732 -2.4561 -3.8721
H -6.7084 1.3628 -0.5021
H -4.3879 3.5674 1.1602
C -3.9097 -1.3804 5.1748
C 8.1718 5.0920 -1.1750
C 6.0148 5.0187 -2.3054
C 2.0830 2.8041 -5.8730
C 0.3406 -2.0575 -4.0952
H 7.2685 6.7320 -2.1499
C -4.5404 -0.5479 7.2763
H -5.0773 1.5062 6.8575
C -3.9963 -1.6234 6.5501
C 0.2619 -3.6500 5.8401
O -0.1744 -1.8992 0.9308
H 2.3773 4.0412 -7.5855
H 4.1102 5.4205 -6.5969
H -3.4499 -2.4257 7.0549
C 4.8025 0.8877 -2.8117
N -1.0036 2.9929 3.6543
C -4.7460 -1.9247 -0.3789
C -0.6220 -1.9009 4.6130
C -6.5746 -0.6772 -1.2070
H -5.9631 -2.9281 3.4715
C 7.9895 3.7672 -0.8827
N -1.6351 -0.7382 -1.3469
H 1.5572 -2.2840 4.9305
C -3.9636 -3.6317 3.8996
H -0.1294 2.8748 4.1152
S -4.3656 0.3214 4.8426
C 4.3089 4.1787 -4.8020
S -1.4332 -4.0496 5.7126
C 0.5206 -2.5877 5.1325
C 5.7673 0.8624 -3.8377
As 4.1579 2.6669 -2.2520
H -1.5706 -3.5828 -0.9718
H 0.0186 -4.9227 -2.2945
H 5.1950 4.6687 -4.4743
C -3.1535 -2.3740 4.1749
C 5.8237 -1.5123 -3.6143
C -5.5225 -5.0068 2.9182
C -5.8734 -1.8816 -1.1662
C 6.8370 3.0626 -1.1656
C -5.2217 -3.7198 3.4004
C -1.7858 -2.6395 4.8083
H 9.0621 5.6500 -0.9056
H 7.0590 -0.4485 -4.9972
C -1.0795 -1.7672 -2.1067
C -4.7001 0.5683 6.5156
O -2.9205 -1.7314 2.9273
C -0.2228 -3.9274 -2.6047
C -4.9767 0.4142 0.2569
C -1.3672 2.1028 2.6824
N -2.6371 2.1176 2.2725
C -5.0220 2.7245 1.5118
C 2.6144 2.4674 -4.6158
H -5.9911 2.8479 1.0654
Se -1.3167 0.9053 -1.9409
C 6.3498 -0.3656 -4.2034
N -3.1746 1.2081 1.5209
H 1.2923 -3.9794 -4.1692
H -5.0425 2.7347 2.6435
C 0.5761 -3.3571 -3.6718
H -6.2667 -2.7414 -1.6259
Lu -2.0539 -0.7891 1.2633
N -0.4378 0.1369 -3.3607
C 7.1773 5.6968 -1.8701
H 2.2138 1.6752 -4.0013
H 1.2650 2.2254 -6.2561
C -4.4376 -5.8210 3.0085
H -6.4759 -5.2539 2.4118
C 3.7047 3.1529 -4.0987
H -7.4304 -0.6233 -1.9257
S 6.3597 1.6786 -0.3094
H 8.7621 3.1994 -0.3328
H -0.6477 -1.0138 4.0307
C 4.8469 -1.4799 -2.6460
C -6.1344 0.4496 -0.4852
C -4.4199 1.4361 1.0963
H 5.2076 5.5558 -2.7817
H 0.9845 -4.2790 6.3801
H -4.3818 -6.8850 2.6838
O 1.3476 -0.7119 -0.1799
H -4.1863 -2.8539 -0.0915
H 5.9664 1.7870 -4.4135
H 0.7045 -1.6376 -5.0463
C 3.7082 4.5914 -6.0088
C -1.1022 -3.1559 -1.8787
N -4.2853 -0.8274 0.2599
C 4.3162 -0.2752 -2.2303
S -3.0987 -5.1479 3.7547
S -0.1579 0.9813 1.9729
N 1.0345 -1.3688 0.7948
C -0.4386 -1.1576 -3.2406
H 4.4791 -2.4333 -2.2491
H -4.8205 -0.6290 8.3197
O 1.8454 -1.7321 1.6029
C 5.8883 3.6413 -2.0725
H -1.7869 3.3925 4.2071
*
```

For the HOMO energy, the calculation gives -0.102 Ha.

***

No. 2
Entry from OMol25: one molecule with the formula C6H14O (ωB97M-V with the def2-TZVPD basis set).

ORCA input file:
```
! wB97M-V def2-TZVPD RIJCOSX def2/J DEFGRID3
* xyz 0 1
C -2.3408 -0.0987 0.4235
H 0.0069 -0.4353 1.4713
C 1.2250 0.3342 -0.0840
H 3.2538 -1.0156 -1.1186
C 0.1216 0.5199 0.9462
O 2.3424 -0.2177 0.5720
H -3.3248 0.3741 0.5484
C 3.4567 -0.3436 -0.2696
H 1.4999 1.2979 -0.5472
H 4.2754 -0.7624 0.3220
H -1.1115 1.2782 -0.6808
H -1.5729 1.8705 0.8990
H 0.8878 -0.3295 -0.8993
H 3.7750 0.6323 -0.6692
H -2.1862 -0.7158 1.3187
H 0.4856 1.2344 1.6936
H -1.4063 -1.4458 -1.0298
H -3.1186 -1.7844 -0.7321
C -2.3798 -0.9811 -0.8259
C -1.2366 0.9731 0.3674
H -2.6528 -0.3847 -1.7053
*
```

For the HOMO energy, the calculation gives -0.361 Ha.

***

No. 3
Entry from OMol25: C30H34As2O2PPdS2 as an isolated structure (ωB97M-V with the def2-TZVPD basis set).

ORCA input file:
```
! wB97M-V def2-TZVPD RIJCOSX def2/J DEFGRID3
* xyz -2 2
C 1.6269 0.1221 -3.2947
H -0.3980 0.3110 -2.6266
S -2.4183 2.5338 -0.7654
C 0.2983 0.5385 -3.4359
H -4.4884 0.4081 3.6690
H -6.6173 3.3704 -0.9763
C 0.8824 -2.4253 1.3194
H 7.5982 -1.5113 -0.6120
H -0.9586 1.7187 2.4231
C 1.9523 -2.5510 2.2841
H 1.3760 -5.3938 -0.3047
C 1.5363 -4.6020 0.4208
H 2.3528 0.0438 1.4569
H -1.1572 1.5096 -4.6603
C 2.7451 -3.6773 2.3092
C -1.5436 0.3418 5.4617
H -1.7902 2.3253 4.6657
C 4.2674 -2.1363 -0.7363
H -5.5862 1.5887 2.9265
C -1.1386 -0.9580 5.1874
As -0.0426 -0.7912 1.0656
P -3.9909 1.3379 -0.9787
C -0.9870 0.9689 3.2087
C 5.6157 -2.3181 -0.4471
H 2.7874 1.1526 -6.3105
C 2.0881 0.9848 -5.4983
H 2.6291 1.4307 -0.6421
H -4.9629 3.7159 -0.4474
C 6.5462 -1.3641 -0.8307
S -3.7641 -0.3859 -1.9118
H 1.2071 1.3993 1.5322
H -5.7335 -0.1316 2.5265
C 1.4821 0.4990 0.9783
O -5.2017 2.1217 -1.7508
H 6.8520 0.5384 -1.7869
H 0.8681 1.3636 -0.8818
C -0.1252 1.1905 -4.5800
H -0.3467 -2.3072 3.7046
H 0.4522 1.9301 -6.5154
H 3.5481 -2.8900 -0.4313
C 1.7315 0.8263 -0.4817
H 4.4574 0.8920 -2.2449
H 3.2106 -5.6091 1.4346
C 2.5155 0.3386 -4.3401
C 0.7350 -3.4919 0.3884
H -0.0364 -3.4068 -0.3721
C -1.4646 1.3099 4.4674
O -4.7642 1.1837 0.4428
H -3.4559 -0.0685 1.4516
H 5.9271 -3.2112 0.0814
C 6.1290 -0.2142 -1.4924
H 2.1131 -1.7673 3.0182
C -5.0247 0.6667 2.7539
C 0.7763 1.4189 -5.6158
H 3.5439 0.0029 -4.2620
H -1.1985 -1.7193 5.9577
Pd -1.7321 -0.1011 -0.4765
C -4.0365 0.8439 1.6238
C -0.5738 -0.3314 2.9221
C -0.6575 -1.2922 3.9259
H -4.3469 4.4471 -2.7225
H -1.9244 0.6002 6.4440
C 4.7805 -0.0224 -1.7597
H -5.9852 4.1029 -3.3055
As 1.8903 -0.8178 -1.5930
C 3.8390 -0.9826 -1.3915
H -3.3258 1.6409 1.8428
H 3.5277 -3.7466 3.0629
C -5.5736 3.4193 -1.3033
C 2.5799 -4.7292 1.3964
H -5.7195 5.4079 -2.1306
C -5.3983 4.4082 -2.4370
*
```

As for the expectation value of S²: 0.76. For the HOMO energy (spin up / spin down), the calculation gives 0.060 / -0.033 Ha.

***

No. 4
Entry from OMol25: a 4-piece molecular cluster, CH9NO4 overall at a distorted geometry (ωB97M-V with the def2-TZVPD basis set).

ORCA input file:
```
! wB97M-V def2-TZVPD RIJCOSX def2/J DEFGRID3
* xyz 0 1
C 0.0129 -1.2645 -0.5181
O 0.7508 1.9940 1.0919
H -2.8303 0.7506 0.2511
H 2.9966 1.1129 -0.9781
H 0.5363 -1.1766 1.3792
O -1.1313 -1.7505 -1.1264
H 0.3107 -0.3787 -1.1597
H 0.3375 2.7159 0.6042
H 1.4454 1.6224 0.4925
N -0.2132 -0.8281 0.7968
O 2.1705 0.7228 -0.6716
H -1.8802 -1.1502 -0.8775
H -1.0889 -0.3613 1.0793
O -2.1711 0.0536 0.1983
H 0.7543 -2.0622 -0.5618
*
```

For the HOMO energy, the calculation gives -0.355 Ha.

***

No. 5
Entry from OMol25: a 2-piece molecular cluster, C4H5NO overall at a distorted geometry (ωB97M-V with the def2-TZVPD basis set).

ORCA input file:
```
! wB97M-V def2-TZVPD RIJCOSX def2/J DEFGRID3
* xyz 0 1
N 1.3816 1.7590 0.2686
H -0.0356 -1.3697 -0.8247
C 1.2614 0.6386 0.5426
H 1.6178 -1.0626 1.7910
C 0.4979 -1.6324 0.0831
C 1.1403 -0.7581 0.8608
C -1.5386 1.2627 -0.7755
H 0.4398 -2.6834 0.3493
O -1.8283 0.1083 -0.9842
H -1.5463 1.6952 0.2404
H -1.2522 1.9551 -1.5890
*
```

For the HOMO energy, the calculation gives -0.375 Ha.

***

No. 6
Entry from OMol25: an isolated ion of composition C5H6ClO4 and charge -1 at a distorted geometry (ωB97M-V with the def2-TZVPD basis set).

ORCA input file:
```
! wB97M-V def2-TZVPD RIJCOSX def2/J DEFGRID3
* xyz -1 1
O 0.0613 1.0865 0.7376
O -1.0559 -1.9411 0.8787
C -0.9607 -2.4130 -0.4712
O -1.3441 0.6517 -1.2076
C 0.1368 2.6100 0.7039
H 0.1842 2.8503 -0.4665
C -2.0934 1.3776 -0.3752
Cl -3.5477 -0.9265 0.5792
C -1.7293 -0.8848 1.2635
H -0.7763 2.9845 1.1575
H -0.9404 -1.4487 -1.1232
H 0.9990 2.8955 1.2498
C -1.1441 0.6145 0.3648
O -2.9240 2.2380 -0.4085
H -0.0107 -2.9937 -0.3366
H -1.8970 -2.9748 -0.8001
*
```

For the HOMO energy, the calculation gives -0.100 Ha.

***

Energy relative to the best compared isomer or geometry (same formula, charge and spin) in kJ/mol, matching the order above: 141.1, 86.9, 0.0, 885.1, 183.7, 0.0